{
  "formula": "C2H5NO2Se",
  "method": "ωB97M-V/def2-TZVPD",
  "species": ["N", "C", "Se", "C", "O", "O", "H", "H", "H", "H", "H"],
  "positions_angstrom": [[0.4292, 1.0230, -0.8256], [0.0599, 0.0905, 0.1437], [-1.9659, -0.1982, 0.4589], [0.5940, -1.2931, -0.1881], [0.1258, -1.9196, -1.0966], [1.6030, -1.7514, 0.5403], [0.2756, 0.6610, -1.7617], [-0.0256, 1.9213, -0.7307], [0.3537, 0.5126, 1.3571], [-2.1247, -1.1322, -0.6237], [1.8955, -1.1449, 1.2327]],
  "de_lowest_kcal_mol": 5.8,
  "smiles": "N[C@@H]([SeH])C(=O)O",
  "homo_ha": -0.3303,
  "fmax_ev_per_a": 4.5
}